{
  "formula": "C6H7Cl",
  "method": "ωB97M-V/def2-TZVPD",
  "symbols": ["C", "C", "C", "C", "C", "C", "Cl", "H", "H", "H", "H", "H", "H", "H"],
  "coordinates": [[-1.1768, 0.4728, 0.7109], [-0.3540, 0.5333, -0.6582], [-0.6886, -0.8241, 1.3408], [0.9976, -0.0728, -0.3458], [0.5395, -1.0583, 0.7778], [2.1272, -0.1852, -1.4905], [1.6278, 0.5795, -2.9136], [-0.9778, 1.3826, 1.1615], [-2.3544, 0.4620, 0.5515], [-0.9208, -0.1638, -1.4540], [-0.3553, 1.4485, -1.0187], [-1.2621, -1.3386, 1.9788], [1.7180, 0.6412, 0.2934], [1.0795, -1.8772, 1.0662]],
  "atomic_forces_ev_per_a": [[-2.6, -2.0, -2.9], [-2.5, -5.2, 0.9], [4.2, 3.7, -4.5], [1.2, 1.1, 0.8], [-2.1, 0.4, -0.2], [-1.4, -1.0, 2.3], [-0.2, 0.1, 0.1], [0.5, 1.6, 1.8], [2.4, 0.0, 0.1], [1.4, 1.4, 1.7], [0.2, 4.4, -1.8], [-1.4, -2.1, 2.5], [-1.2, -0.6, -1.2], [1.7, -1.9, 0.5]],
  "e_above_lowest_kj_mol": 443.1
}

---

{
  "formula": "H36O18",
  "method": "ωB97M-V/def2-TZVPD",
  "symbols": ["O", "H", "H", "O", "H", "H", "O", "H", "H", "O", "H", "H", "O", "H", "H", "O", "H", "H", "O", "H", "H", "O", "H", "H", "O", "H", "H", "O", "H", "H", "O", "H", "H", "O", "H", "H", "O", "H", "H", "O", "H", "H", "O", "H", "H", "O", "H", "H", "O", "H", "H", "O", "H", "H"],
  "coordinates": [[-2.6681, 5.6630, 0.8449], [-3.0978, 5.6229, -0.0965], [-1.7554, 5.3390, 0.8221], [-3.7454, 0.5653, -0.3819], [-3.1178, 0.1031, -0.8719], [-3.2081, 1.0137, 0.2929], [4.5546, -0.1528, 4.5232], [5.0586, -0.6748, 3.8481], [4.3245, 0.6404, 4.0092], [2.7228, -2.5178, 0.7327], [2.8704, -3.4792, 0.5708], [2.6389, -2.3102, 1.7105], [-0.7565, 1.9654, 0.6574], [0.0464, 2.1421, 1.1325], [-0.4807, 2.2074, -0.2227], [-0.2746, -2.0030, -4.1333], [-0.1956, -2.5505, -3.3308], [-0.0540, -2.5673, -4.8890], [-5.2865, -1.5733, 1.0474], [-4.4290, -1.0191, 0.7499], [-5.3155, -1.1266, 1.9953], [-4.4366, 2.8699, 3.2810], [-3.7203, 2.1818, 2.8339], [-4.1186, 3.8191, 3.1391], [-1.2790, 0.3015, -2.1107], [-0.5635, 0.8309, -1.9692], [-1.0178, -0.0761, -3.0431], [5.2541, -1.6358, 1.9155], [4.3537, -1.4699, 2.1618], [5.1335, -1.6665, 0.8677], [-1.5404, -4.8743, -2.5578], [-1.9860, -5.0445, -3.4619], [-2.3092, -4.4485, -2.2941], [2.0363, 4.4394, 3.1131], [1.3751, 4.5114, 3.7945], [2.7533, 4.7875, 3.2635], [0.4212, -4.7299, -0.8687], [-0.5432, -4.6071, -0.6991], [0.5594, -5.2137, -1.7113], [3.5211, 2.8754, 0.2048], [3.2233, 3.7798, 0.1880], [4.4118, 2.8378, -0.3357], [1.1574, 3.0175, -1.8950], [1.6193, 2.9934, -1.0447], [1.8241, 2.2944, -2.2533], [2.9847, 0.6559, -3.0082], [3.4727, -0.1224, -3.2551], [1.9612, 0.4470, -3.2160], [-1.1076, -2.1838, 1.3718], [-0.3993, -2.7565, 1.3730], [-0.5740, -1.2722, 1.2571], [-3.5157, -3.0824, -1.3237], [-2.8102, -2.5924, -1.0509], [-3.9719, -2.1541, -1.6770]],
  "atomic_forces_ev_per_a": [[-1.3, 0.0, -2.1], [1.7, -0.1, 2.7], [-0.5, 0.0, -0.5], [-1.4, 1.2, 2.0], [2.0, -1.0, -1.6], [-0.2, 0.0, -0.4], [0.4, -0.3, -1.4], [-0.3, 0.6, 1.0], [0.0, -0.2, 0.4], [-0.1, 0.1, 1.1], [-0.4, 1.0, 0.8], [0.1, -1.2, -1.8], [-0.4, -0.2, 0.0], [0.5, 0.0, 0.9], [-0.2, 0.2, -0.9], [0.1, -0.1, 0.3], [-0.1, 0.0, -0.5], [-0.1, 0.1, 0.4], [3.0, 3.4, 2.4], [-2.8, -1.8, 0.3], [-0.4, -1.6, -2.7], [2.9, -1.0, -1.7], [-2.7, 3.3, 1.7], [-0.2, -2.2, -0.1], [-1.9, -3.5, -3.7], [3.0, 2.6, 1.1], [-1.1, 0.6, 2.5], [0.3, -0.1, -3.6], [-0.7, 0.1, 0.3], [0.5, 0.0, 3.4], [0.1, -1.6, -4.2], [1.8, -0.3, 1.4], [-2.5, 2.0, 2.3], [-11.8, -6.2, -3.6], [0.3, 0.3, 0.4], [11.4, 5.9, 3.1], [0.1, 0.0, 0.3], [1.3, -0.5, -0.8], [-0.9, 0.6, 1.0], [2.5, -0.9, -1.6], [0.2, 0.7, 0.0], [-2.8, 0.3, 1.6], [2.4, -2.9, -0.5], [-0.3, 0.6, 0.5], [-1.9, 2.0, 0.1], [-4.0, 0.2, -0.4], [0.1, -0.6, -0.2], [3.8, 0.3, 0.5], [-0.3, 5.4, -0.5], [2.4, -2.5, 0.0], [-2.1, -2.9, 0.3], [-4.6, 2.5, -3.0], [4.1, 1.3, 2.1], [0.6, -4.0, 0.9]],
  "e_above_lowest_kj_mol": 724.3
}

---

{
  "formula": "C42H90N6O12",
  "method": "ωB97M-V/def2-TZVPD",
  "symbols": ["C", "N", "C", "C", "O", "H", "H", "H", "H", "H", "H", "H", "C", "N", "C", "C", "O", "H", "H", "H", "H", "H", "H", "H", "C", "N", "C", "C", "O", "H", "H", "H", "H", "H", "H", "H", "C", "N", "C", "C", "O", "H", "H", "H", "H", "H", "H", "H", "C", "N", "C", "C", "O", "H", "H", "H", "H", "H", "H", "H", "C", "N", "C", "C", "O", "H", "H", "H", "H", "H", "H", "H", "C", "C", "C", "O", "C", "H", "H", "H", "H", "H", "H", "H", "H", "C", "C", "C", "O", "C", "H", "H", "H", "H", "H", "H", "H", "H", "C", "C", "C", "O", "C", "H", "H", "H", "H", "H", "H", "H", "H", "C", "C", "C", "O", "C", "H", "H", "H", "H", "H", "H", "H", "H", "C", "C", "C", "O", "C", "H", "H", "H", "H", "H", "H", "H", "H", "C", "C", "C", "O", "C", "H", "H", "H", "H", "H", "H", "H", "H"],
  "coordinates": [[1.1192, -4.0688, -2.0268], [1.4196, -5.1896, -2.9044], [0.4877, -5.6449, -3.8915], [2.5513, -5.9153, -2.6399], [2.8220, -6.9831, -3.1416], [0.8070, -4.3478, -1.0179], [0.2974, -3.4998, -2.4600], [2.0325, -3.4751, -1.9806], [0.2450, -4.9139, -4.6721], [0.8818, -6.5379, -4.3672], [-0.4928, -5.8235, -3.4313], [3.1507, -5.4389, -1.8472], [-1.4165, 3.1448, 3.1270], [-2.8500, 3.3134, 2.9467], [-3.7112, 2.1413, 3.0350], [-3.3606, 4.5711, 2.8035], [-4.5395, 4.8278, 2.8172], [-0.9546, 4.0984, 2.8528], [-1.0225, 2.4499, 2.3810], [-1.0943, 2.9208, 4.1435], [-3.5814, 1.7026, 4.0276], [-4.7204, 2.4773, 2.8206], [-3.3321, 1.3983, 2.3279], [-2.5631, 5.3258, 2.7694], [3.5227, 1.4516, 0.4993], [4.4407, 0.5424, 1.1324], [5.6534, 0.2007, 0.4147], [4.1965, -0.0030, 2.3406], [4.9675, -0.6741, 2.9982], [3.3477, 0.9990, -0.4850], [3.8633, 2.4675, 0.3008], [2.5415, 1.5229, 0.9671], [6.3191, 1.0663, 0.5006], [6.1890, -0.6001, 0.9232], [5.5334, -0.1286, -0.6159], [3.1397, 0.1450, 2.6261], [1.4741, 6.8530, 1.4631], [1.7965, 5.9262, 0.3929], [2.2455, 6.6036, -0.8425], [1.6829, 4.6063, 0.6033], [1.8242, 3.7223, -0.2255], [1.2518, 6.3177, 2.3823], [0.6174, 7.4387, 1.1041], [2.1838, 7.6444, 1.7251], [1.4594, 7.3171, -1.0750], [3.1796, 7.0211, -0.4619], [2.4901, 5.8918, -1.6253], [1.3573, 4.4465, 1.6467], [-1.4991, -0.0009, 6.3538], [-0.5754, -1.0891, 6.2928], [0.3725, -1.1710, 5.1795], [-0.5398, -2.0471, 7.2437], [-1.1889, -2.0252, 8.2726], [-2.0339, -0.0010, 7.3064], [-2.2356, 0.0131, 5.5480], [-1.1274, 1.0303, 6.4206], [-0.1616, -1.4317, 4.2669], [1.0194, -0.3111, 5.0053], [1.0636, -1.9775, 5.4236], [0.2066, -2.8304, 7.0460], [-0.7709, 4.0073, -2.3851], [-1.5702, 4.8352, -1.4934], [-2.3991, 4.1502, -0.5281], [-1.2924, 6.1512, -1.3964], [-1.8714, 6.9431, -0.6819], [0.0356, 4.6845, -2.6768], [-1.2955, 3.6722, -3.2818], [-0.2878, 3.1574, -1.9046], [-3.1788, 3.5928, -1.0443], [-1.9074, 3.4652, 0.1686], [-2.9345, 4.8325, 0.1313], [-0.3933, 6.4639, -1.9446], [3.5119, -4.2886, 2.5378], [4.3440, -5.5501, 2.7387], [5.0033, -5.6270, 1.3608], [4.1540, -5.0156, 0.3967], [3.0768, -4.3475, 1.0692], [4.0723, -3.3682, 2.7093], [2.6874, -4.3043, 3.2565], [3.6656, -6.3830, 2.9044], [5.0942, -5.3316, 3.4940], [5.1565, -6.6729, 1.0742], [6.0192, -5.2214, 1.3722], [2.1709, -4.9439, 0.9156], [2.7758, -3.3228, 0.8299], [-4.8469, 0.0102, -2.2616], [-4.5558, 1.1726, -3.2284], [-5.0617, 2.3622, -2.4392], [-4.8665, 1.9730, -1.0663], [-4.2989, 0.6727, -1.0135], [-4.3518, -0.8767, -2.6690], [-5.8969, -0.2718, -2.2019], [-5.0037, 1.1290, -4.2246], [-3.4830, 1.2234, -3.4370], [-6.1365, 2.4816, -2.5958], [-4.5822, 3.3055, -2.7089], [-4.7131, 0.1831, -0.1259], [-3.2107, 0.6611, -0.9013], [-3.6192, -3.8941, 2.2679], [-3.8914, -2.7498, 3.2691], [-2.5350, -2.6261, 3.9494], [-1.5885, -3.1418, 3.0535], [-2.1456, -4.2908, 2.4186], [-3.6479, -3.4159, 1.2830], [-4.2406, -4.7891, 2.2622], [-4.6187, -3.1341, 3.9854], [-4.2102, -1.8369, 2.7783], [-2.4808, -3.1189, 4.9278], [-2.3437, -1.5678, 4.1395], [-1.9957, -5.1564, 3.0786], [-1.6387, -4.5024, 1.4792], [-2.0502, -1.2013, -5.1167], [-1.1878, -2.4554, -5.0262], [-2.1693, -3.4247, -4.3808], [-3.4801, -2.8043, -4.4161], [-3.3889, -1.8112, -5.4457], [-1.6301, -0.4381, -5.7747], [-2.0577, -0.7701, -4.1108], [-0.2742, -2.2182, -4.4793], [-0.8903, -2.7075, -6.0471], [-1.7620, -3.7026, -3.4086], [-2.2475, -4.3342, -4.9809], [-4.2470, -1.1462, -5.3068], [-3.5278, -2.1433, -6.4813], [-0.5452, -0.5290, -1.0009], [0.3638, -1.4775, -0.2009], [0.2092, -0.9507, 1.2552], [0.0316, 0.4579, 1.0606], [-0.1008, 0.7559, -0.2894], [-1.5882, -0.6761, -0.7103], [-0.4935, -0.4750, -2.0857], [1.4003, -1.3712, -0.5272], [0.1062, -2.5347, -0.2350], [1.0819, -1.1733, 1.8753], [-0.6949, -1.2418, 1.7951], [0.7768, 1.2392, -0.7345], [-0.9251, 1.4780, -0.3500], [2.5570, 2.7392, -3.7281], [4.0295, 3.0791, -3.6464], [4.5764, 1.9633, -2.7464], [3.7321, 0.8462, -3.0414], [2.5751, 1.2139, -3.7959], [2.0203, 3.2371, -4.5362], [2.0856, 3.0146, -2.7786], [4.2077, 4.1323, -3.4435], [4.4910, 2.8283, -4.6105], [4.5676, 2.3845, -1.7414], [5.5784, 1.7222, -3.0931], [1.7008, 0.8238, -3.2647], [2.5139, 0.8213, -4.8135]],
  "atomic_forces_ev_per_a": [[0.2, -0.2, -0.6], [0.7, -0.1, 0.2], [-1.0, 0.1, -0.1], [-0.7, 0.1, 0.3], [0.2, 0.0, -0.2], [0.1, -0.3, 0.0], [0.2, 0.2, -0.1], [-0.3, 0.4, 0.3], [0.6, 0.2, 0.1], [-0.1, -0.1, 0.1], [0.1, -0.5, 0.0], [0.2, -0.1, -0.1], [-0.1, 0.7, -1.0], [0.5, 0.2, 0.1], [1.0, 0.4, 0.1], [0.0, -0.8, 0.9], [-0.3, 0.3, -0.4], [0.0, 0.0, 0.2], [0.0, -0.4, 0.4], [-0.2, -0.3, 0.1], [-0.5, 0.0, 0.1], [-0.1, -0.3, 0.1], [-0.3, 0.0, -0.2], [0.0, 0.2, -0.2], [-0.6, -0.7, -1.3], [0.2, -0.3, 0.2], [1.0, 0.4, 0.9], [-0.3, -0.3, -0.2], [0.0, -0.1, 0.0], [-0.3, 0.4, -0.1], [0.5, -0.1, 0.5], [0.2, -0.2, 0.4], [0.1, -0.1, -0.6], [-0.3, 0.0, 0.2], [-0.5, 0.4, -0.1], [0.1, 0.3, 0.3], [-0.9, 0.6, -0.2], [0.4, 0.3, 0.1], [0.3, -1.1, 1.7], [-0.5, 0.3, -0.3], [0.1, 0.1, 0.0], [-0.2, 0.0, -0.1], [-0.3, -0.2, 0.5], [0.7, -0.5, -0.4], [0.4, 0.3, -0.4], [0.0, 0.8, -0.9], [-0.4, -0.1, -0.1], [0.1, -0.5, -0.1], [-1.1, 1.1, 0.9], [1.0, 0.6, -0.9], [-0.2, -0.7, 0.2], [-0.1, 0.4, 1.1], [-0.1, -0.3, -0.3], [-0.2, -0.8, -0.1], [0.0, -0.3, -0.1], [1.0, -0.3, -0.5], [0.2, 0.1, -0.2], [-0.4, 0.4, 0.3], [-0.1, -0.1, -0.2], [-0.1, -0.1, -0.1], [0.6, 0.9, -0.1], [0.5, -1.1, 0.2], [-1.4, 0.1, 0.3], [0.1, 0.2, 0.9], [-0.1, 0.1, 0.1], [0.2, -0.4, -0.5], [-0.2, 0.0, 0.1], [-0.2, 0.0, 0.3], [0.1, -0.2, 0.1], [0.7, 0.0, -0.4], [0.1, 0.4, -0.4], [-0.1, -0.1, -0.6], [-0.7, -0.1, 0.4], [0.2, 1.4, -1.1], [0.6, -1.4, 0.2], [-0.3, 1.1, -0.1], [-0.4, -0.5, 1.4], [0.2, -0.1, 0.0], [-0.2, 0.3, -0.3], [0.3, -0.2, 0.4], [-0.1, -0.7, 0.3], [-0.2, 0.0, -0.2], [-0.2, 0.6, -0.1], [0.0, -0.2, 0.2], [0.8, 0.0, -1.1], [1.2, -0.1, -1.5], [-0.5, 0.0, -0.8], [-0.2, -0.5, 0.0], [0.5, 0.8, 0.1], [-1.3, -0.9, 0.7], [0.3, -0.1, 0.6], [-0.1, 0.5, 0.2], [-0.3, -0.2, 0.2], [0.1, 0.1, 0.3], [0.0, 0.1, 0.0], [0.2, 0.0, 0.4], [0.1, 0.2, 0.1], [0.1, 0.2, -0.4], [0.5, 0.3, -1.7], [0.0, -2.0, 0.6], [-0.4, 0.9, 0.3], [1.1, 0.1, -0.4], [-0.4, 0.3, 1.2], [-0.4, -0.4, -0.1], [-0.4, 0.4, 0.2], [-0.3, 0.6, 0.0], [-0.1, 0.0, 0.1], [-0.1, -0.3, -0.1], [0.4, -0.1, -0.1], [-0.2, 0.0, -0.1], [0.1, 0.3, 0.0], [0.6, 0.5, -0.1], [0.2, 1.0, -0.7], [0.2, -0.6, -0.9], [0.7, -0.5, -0.2], [-0.9, 1.1, 0.9], [-0.2, -0.2, -0.3], [-0.5, 0.2, -0.1], [0.0, -0.4, 0.2], [0.0, -0.4, 0.1], [-1.0, 0.1, 0.4], [0.1, -0.2, 0.1], [0.2, 0.1, 0.3], [0.6, -0.6, 0.1], [0.5, 0.3, 1.4], [-0.5, -0.7, 0.5], [-0.2, 0.3, -1.0], [0.8, 0.3, 1.0], [-1.4, 1.0, -1.3], [0.0, -0.3, -0.1], [0.4, -0.2, 0.0], [0.0, 0.0, 0.0], [-0.1, 0.0, -0.1], [0.0, 0.2, -0.1], [0.2, -0.7, -0.3], [0.2, -0.2, 0.1], [0.2, 0.2, -0.1], [-0.4, 0.0, 0.4], [0.2, -0.7, -1.4], [-0.3, 1.4, -1.1], [0.2, -0.4, 0.3], [-0.7, 0.8, 0.8], [0.1, -0.1, -0.1], [0.0, 0.1, -0.1], [0.3, -0.1, 0.5], [-0.2, 0.6, -0.2], [-0.1, -1.0, 0.4], [0.2, -0.2, 0.5], [0.0, -0.2, 0.0], [0.7, -0.1, 0.0]],
  "e_above_lowest_kj_mol": 0.0,
  "smiles": "CN(C)C=O.CN(C)C=O.CN(C)C=O.CN(C)C=O.CN(C)C=O.CN(C)C=O.C1CCOC1.C1CCOC1.C1CCOC1.C1CCOC1.C1CCOC1.C1CCOC1"
}

---

DFT total energy per entry: -18852.4681; -37435.0040; -78519.4995 eV